No. 1
Molecular formula: C34H48N6OS2
Method: DFT, ωB97M-V/def2-TZVPD

The calculation puts the energy relative to the best compared isomer or geometry (same formula, charge and spin) at 0.0 kcal per mole. The gap between HOMO and LUMO is 8.21 eV. As for the SMILES: CCN(CC)C(=S)SCCCc1cnc2ccc(CCCCCOC)cc2n1.c1cc[nH]c1.c1cc[nH]c1.c1cc[nH]c1. The value obtained for the largest force on an atom is 1.30 eV/A.

The geometry in XYZ format:
```
91
Properties=species:S:1:pos:R:3:forces:R:3:lowdin_charge:R:1
C 5.0897 -0.3976 0.7392 0.0 0.0 0.6 -0.0877
C 4.2383 0.8191 1.1271 0.2 -0.5 0.0 -0.2508
N 3.9844 1.8335 0.1006 0.2 -0.9 -0.2 -0.2175
C 5.1802 2.3969 -0.5287 0.1 1.3 0.2 -0.2516
C 6.0564 3.1913 0.4477 0.0 -0.1 -0.1 -0.0559
C 2.9625 1.5544 -0.7805 -0.4 0.4 -0.4 -1.0582
S 2.2949 0.0980 -1.1065 -0.1 -0.2 0.5 0.7197
S 2.3723 3.0297 -1.5860 0.2 0.2 0.0 0.9286
C 0.7441 2.5513 -2.1977 0.2 0.0 -0.1 -0.5337
C 0.2479 3.6075 -3.1693 -0.3 -0.2 -0.1 -0.2424
C -1.1700 3.2944 -3.7534 0.3 0.2 0.5 -0.1208
C -1.7752 2.0296 -3.2259 -0.2 0.2 0.0 -0.2953
C -1.5550 0.8029 -3.9007 0.1 -0.3 -0.3 -0.0808
N -2.0123 -0.3482 -3.4978 0.0 0.4 0.2 0.1479
C -2.7241 -0.2960 -2.3369 -0.2 -0.7 0.1 -0.2196
C -3.2454 -1.4930 -1.7844 -0.3 -0.1 0.6 0.0021
C -3.9534 -1.4746 -0.6029 0.4 0.3 -0.6 -0.0250
C -4.2009 -0.2617 0.0890 0.4 0.3 -0.4 -0.2047
C -4.9987 -0.3281 1.3664 0.1 0.4 -0.1 -0.1456
C -4.8910 0.8829 2.2987 -0.1 -0.3 0.0 -0.1965
C -3.4653 1.2744 2.6763 0.0 0.2 0.4 -0.1959
C -3.2920 2.6916 3.2398 0.2 -0.2 -0.3 -0.1686
C -3.8764 3.8181 2.4215 0.1 0.6 0.1 -0.2478
O -3.0552 4.0793 1.2955 0.0 -0.4 0.0 -0.1841
C -3.7646 4.5689 0.1850 0.1 0.1 -0.1 -0.1266
C -3.7154 0.9071 -0.4579 -0.2 -0.4 0.1 0.0403
C -2.9689 0.9084 -1.6625 -0.2 0.3 0.3 -0.1797
N -2.4874 2.0960 -2.1330 0.0 -0.2 -0.1 0.1979
H 4.4725 -1.2257 0.4185 -0.1 0.0 -0.4 0.0432
H 5.8595 -0.1858 0.0052 0.0 0.0 -0.2 0.0650
H 5.6062 -0.7397 1.6361 0.1 0.0 0.1 0.0713
H 4.7074 1.2970 1.9811 0.1 0.4 0.0 0.0986
H 3.2762 0.4666 1.4826 -0.2 0.0 0.0 0.0994
H 5.7684 1.6644 -1.0819 -0.1 -0.4 0.1 0.1069
H 4.8328 3.1178 -1.2634 -0.1 -0.1 -0.2 0.0586
H 5.8087 2.9821 1.4823 0.1 -0.1 0.1 0.0622
H 5.9006 4.2551 0.3009 0.0 0.2 0.0 0.0711
H 7.1075 2.9793 0.2762 0.1 0.0 0.1 0.0677
H 0.8240 1.5877 -2.6899 0.1 -0.1 0.0 0.0297
H 0.0904 2.4525 -1.3378 -0.1 -0.1 0.1 0.0805
H 0.2013 4.5742 -2.6786 0.1 0.2 0.1 0.0999
H 0.9632 3.6778 -3.9842 0.1 0.1 -0.1 0.0994
H -1.1092 3.2780 -4.8369 -0.1 -0.1 -0.1 0.1090
H -1.8282 4.0998 -3.4474 -0.2 0.1 -0.1 0.1067
H -0.9745 0.8190 -4.8147 0.1 -0.1 -0.1 0.1193
H -3.0617 -2.4304 -2.2878 0.1 0.0 -0.2 0.1106
H -4.3309 -2.3903 -0.1716 0.0 -0.2 0.0 0.0967
H -4.7306 -1.2323 1.9109 0.1 -0.2 0.0 0.1012
H -6.0394 -0.4418 1.0615 -0.2 -0.1 0.2 0.1239
H -5.4817 1.6959 1.8814 0.2 0.2 -0.1 0.0982
H -5.3914 0.6041 3.2255 -0.3 0.1 0.1 0.1143
H -2.7516 1.1374 1.8712 -0.1 0.0 -0.3 0.1019
H -3.1560 0.5888 3.4660 0.2 -0.1 0.0 0.1116
H -3.6451 2.7712 4.2664 -0.3 -0.1 0.1 0.1122
H -2.2199 2.8843 3.2808 0.1 0.1 0.1 0.1164
H -3.9104 4.7136 3.0521 0.0 0.1 0.0 0.1219
H -4.9014 3.6435 2.0900 -0.1 -0.2 0.0 0.1035
H -4.1455 5.5817 0.3438 0.0 0.1 0.1 0.0873
H -4.6058 3.9181 -0.0691 -0.1 0.0 0.0 0.0784
H -3.0835 4.5691 -0.6597 0.1 0.0 -0.1 0.0729
H -3.8700 1.8581 0.0262 0.0 0.1 0.0 0.0928
N -4.1879 -5.7680 2.8548 -0.1 0.2 0.2 -0.0014
C -3.7651 -5.6313 4.1509 0.0 0.0 0.0 -0.1470
C -3.1392 -4.4162 4.2649 0.0 -0.1 -0.1 -0.1058
C -3.1884 -3.7981 2.9842 0.1 0.2 0.1 -0.1136
C -3.8476 -4.6503 2.1473 -0.1 -0.2 -0.3 -0.1566
H -4.6715 -6.5650 2.4850 0.0 0.0 0.0 0.1414
H -3.9423 -6.4069 4.8758 0.0 0.0 0.0 0.1078
H -2.6944 -4.0185 5.1614 0.0 0.0 0.0 0.0895
H -2.7860 -2.8402 2.6971 0.0 0.0 0.1 0.0885
H -4.0889 -4.5631 1.1015 0.0 0.0 0.0 0.1035
N 7.5850 2.9141 -3.3890 0.0 0.0 0.0 0.0028
C 8.4980 3.5484 -2.5909 -0.1 0.0 0.0 -0.1527
C 9.5698 2.7114 -2.4331 0.0 0.0 0.0 -0.1128
C 9.2925 1.5255 -3.1671 0.0 0.0 0.0 -0.1112
C 8.0618 1.6822 -3.7459 -0.1 0.0 0.0 -0.1436
H 6.6989 3.2931 -3.6674 0.0 0.0 0.0 0.1419
H 8.3070 4.5354 -2.2056 0.0 0.0 0.0 0.1062
H 10.4545 2.9241 -1.8569 0.0 0.0 0.0 0.0891
H 9.9247 0.6586 -3.2589 0.0 0.0 0.0 0.0890
H 7.4869 1.0264 -4.3768 0.0 0.0 0.0 0.1056
N -0.3307 -7.7720 1.6995 0.0 -0.1 0.0 0.0075
C -1.5899 -7.2421 1.7355 0.1 0.0 0.0 -0.1349
C -2.3173 -7.8330 0.7358 0.0 0.0 0.0 -0.1164
C -1.4626 -8.7598 0.0767 0.0 0.0 0.0 -0.1142
C -0.2439 -8.6985 0.6953 0.0 0.0 0.0 -0.1439
H 0.4174 -7.5178 2.3167 0.0 0.0 0.0 0.1441
H -1.8523 -6.4938 2.4611 0.0 0.1 0.0 0.0853
H -3.3478 -7.6261 0.4978 0.0 0.0 0.0 0.0798
H -1.7144 -9.3946 -0.7561 0.0 0.0 0.0 0.0882
H 0.6727 -9.2308 0.5080 0.0 0.0 0.0 0.1042
```
Positions in Å, forces in eV/Å.

=====

No. 2
Molecular formula: C4H8N4
Method: DFT, ωB97M-V/def2-TZVPD

The calculation puts the energy relative to the best compared isomer or geometry (same formula, charge and spin) at 130.7 kcal per mole. The gap between HOMO and LUMO is 9.08 eV. As for the SMILES: [H]/N=C(N)\N=C\N1CC1. The value obtained for the largest force on an atom is 9.02 eV/A.

The geometry in XYZ format:
```
16
Properties=species:S:1:pos:R:3:forces:R:3:lowdin_charge:R:1
C 0.6121 1.4057 -1.1405 0.2 2.6 1.9 -0.6473
C 0.3698 -0.0356 0.7113 -4.4 2.0 -6.7 -0.0822
C -1.6244 -1.2645 1.0672 -7.0 -4.0 -4.0 -0.2326
C -0.4759 -2.3543 0.8064 1.4 -1.1 0.6 -0.0572
H 1.0663 3.4074 -1.4011 0.3 -0.3 -0.2 0.0479
H 0.4048 3.2476 0.2535 0.2 -2.4 -4.2 0.1703
H 1.7911 0.3210 -2.4083 -1.3 1.4 1.1 0.0732
H 1.4248 0.0579 0.8127 0.7 0.0 0.6 0.1143
H -2.3412 -0.8909 0.1475 3.1 -0.3 1.6 0.1462
H -2.5793 -1.6644 1.6718 3.0 1.0 0.3 0.1344
H -0.1921 -3.3702 1.4521 -1.3 3.2 -0.9 0.1331
H 0.1735 -2.5275 -0.1448 -1.9 1.2 1.2 0.1086
N 0.5066 2.7948 -0.8381 -1.9 1.7 4.7 0.0239
N 1.5194 1.2589 -1.9810 2.1 -3.0 -2.7 0.0905
N -0.2716 0.5529 -0.4334 3.4 -2.0 4.8 0.1269
N -0.3838 -0.9388 1.4248 3.4 -0.1 1.8 -0.1499
```
Positions in Å, forces in eV/Å.

=====

Number 1: LUMO 0.054 eV. Number 2: LUMO 0.288 eV.